The following is a quantum chemistry calculation of a cluster of 2 separate species, C29H29N5O7 in total, from the OMol25 dataset.

XYZ file:
```
70
Properties=species:S:1:pos:R:3:forces:R:3:mulliken_charge:R:1
O 2.34015 -2.15059 -2.50047 0.864 2.157 0.835 -0.57
N 2.77258 -1.01459 -2.20655 -0.231 -1.003 -3.133 0.97
O 3.04995 -0.15007 -3.07270 -0.503 -1.552 1.713 -0.61
C 2.95655 -0.66807 -0.83041 0.261 0.636 2.545 -0.54
C 3.26400 0.66937 -0.51896 -0.289 -0.527 -0.169 -0.28
C 3.35042 1.03354 0.82457 0.279 -0.364 0.327 -0.94
C 3.17604 0.08832 1.84936 -0.641 -0.515 -0.269 -0.23
C 2.73698 -1.24060 1.56725 0.791 0.721 -0.758 0.41
C 2.23314 -2.07469 2.67127 -1.114 0.226 -0.391 -1.01
N 1.42948 -3.14781 2.36278 -1.165 -1.078 -0.179 1.10
O 0.60858 -3.66310 3.22759 0.584 1.223 -1.425 -0.65
O 1.51592 -3.67976 1.23972 -0.023 -0.219 0.982 -0.77
C 2.75076 -1.61966 0.20009 -0.236 0.128 -0.696 -0.18
H 3.41667 1.38746 -1.32891 -0.158 -0.269 0.410 0.49
H 3.53679 2.08208 1.06055 0.143 -0.374 0.076 0.39
H 3.29064 0.33496 2.90937 -0.157 0.369 -0.387 0.38
H 1.92390 -1.53150 3.58226 0.033 -0.410 -0.845 0.71
H 2.52222 -2.65524 -0.04395 0.068 0.622 -0.170 0.70
C 9.98075 -5.55369 3.09930 -0.014 -0.311 0.147 -0.96
N 9.02761 -4.47264 3.07021 0.249 0.521 -0.363 0.28
C 9.36559 -3.22957 2.61482 0.882 0.115 -0.337 0.25
O 10.48345 -2.87520 2.24692 -1.504 -0.419 0.477 -0.71
C 8.09609 -2.37421 2.65714 0.256 0.160 0.525 0.18
C 7.66605 -1.77252 1.32025 -0.004 -0.098 -0.251 -0.60
C 8.72026 -0.85985 0.73549 0.017 -0.011 -0.030 0.38
C 9.27498 -1.14289 -0.51593 0.084 0.192 0.291 -0.35
C 10.29597 -0.33582 -1.02199 -0.068 0.077 0.245 -0.61
C 10.74487 0.76714 -0.28171 -0.227 -0.195 -0.059 -0.41
C 10.17744 1.05632 0.96508 -0.069 -0.255 -0.063 -0.74
C 9.16604 0.23940 1.47534 0.187 -0.020 -0.440 -0.21
N 7.10934 -3.32603 3.17735 -0.633 0.560 -0.068 0.43
C 5.83232 -2.97642 3.35520 0.030 -0.580 0.132 0.12
C 4.84258 -3.81711 3.80963 0.726 -0.073 -0.511 0.79
C 3.56841 -3.34629 4.11362 0.454 1.089 0.928 -0.40
C 2.63127 -4.23429 4.74866 -1.509 -0.116 0.398 0.02
C 2.90044 -5.60545 4.93057 -0.367 -0.512 0.177 0.03
C 2.07466 -6.41271 5.73778 -0.034 1.957 -0.596 -0.53
N 2.56032 -7.70473 6.10486 0.981 -2.919 0.348 0.97
O 1.85583 -8.45811 6.81019 1.037 1.678 -1.230 -0.61
O 3.69961 -8.04509 5.69589 -2.029 0.712 0.719 -0.60
C 0.88245 -5.89363 6.28427 0.350 0.225 0.040 -0.36
C 0.55052 -4.56108 6.05023 -0.065 -0.264 -0.899 -0.92
C 1.34152 -3.75549 5.18847 1.466 -0.209 1.532 -0.01
C 7.63170 -4.66284 3.44638 0.467 -0.672 0.193 0.20
C 7.00668 -5.76012 2.57017 -0.009 0.100 -0.205 -1.49
C 7.54295 -5.06418 4.93154 0.143 0.139 0.124 -1.60
H 10.92854 -5.19288 2.68950 -0.243 -0.042 0.152 0.38
H 10.11380 -5.90578 4.12892 0.177 0.042 -0.180 0.29
H 9.61185 -6.39251 2.49915 0.220 0.121 0.023 0.32
H 8.25358 -1.54823 3.38124 0.005 -0.463 -0.233 0.23
H 7.44023 -2.59952 0.63139 0.012 0.249 0.074 0.40
H 6.73240 -1.21309 1.48888 0.202 -0.141 -0.146 0.34
H 8.90522 -2.01250 -1.06849 0.234 0.326 0.121 0.33
H 10.75202 -0.59000 -1.98137 -0.150 0.204 0.283 0.37
H 11.52849 1.40676 -0.68927 -0.171 -0.199 0.167 0.37
H 10.53826 1.89796 1.55697 -0.096 -0.170 -0.231 0.37
H 8.72068 0.43951 2.45247 0.191 0.072 -0.260 0.34
H 5.57921 -1.95657 3.08172 0.065 0.022 0.144 0.54
H 5.09466 -4.84932 4.02286 -0.297 0.444 -0.273 -0.97
H 3.50895 -2.25097 4.23179 0.124 -1.303 0.683 0.67
H 3.73435 -6.11752 4.44079 -0.213 0.392 0.493 0.62
H 0.27966 -6.53964 6.92135 0.143 0.246 -0.124 0.48
H -0.36945 -4.12790 6.45337 0.386 -0.300 -0.069 0.38
H 1.14300 -2.68611 5.19525 0.062 -0.359 -0.053 0.24
H 7.11594 -5.49176 1.51089 -0.026 -0.149 0.227 0.32
H 7.51988 -6.71008 2.77193 -0.189 0.286 -0.139 0.52
H 5.94649 -5.90606 2.78553 0.271 -0.056 -0.139 0.37
H 8.16156 -4.39320 5.54303 -0.172 -0.143 -0.155 0.39
H 6.51671 -5.02908 5.30360 0.234 -0.022 -0.014 0.33
H 7.90544 -6.09356 5.05791 -0.074 0.305 -0.043 0.47
```
Positions in Å, forces in eV/Å.

Values from the calculation:
frontier orbital gap	6.31	eV
net charge	0
total energy	-1922.55540	Ha
ΔE to the lowest compared entry with this formula, charge and spin	102.9	kcal per mole
E_LUMO	-1.7	eV

***

The following is a quantum chemistry calculation of a structure of composition C29H29N5OW, from the OMol25 dataset.

XYZ file:
```
65
Properties=species:S:1:pos:R:3:forces:R:3:mulliken_charge:R:1
W 0.18012 0.61201 -0.30889 0.329 -0.358 0.177 0.50
C -0.03408 1.27709 4.13597 0.007 0.035 0.012 -1.79
C 0.08851 1.38339 2.65944 -0.027 -0.167 -0.004 1.18
N 0.06902 0.38052 1.83342 -0.011 0.109 -0.052 0.63
N -0.07010 -0.88359 2.32178 -0.042 -0.251 0.151 -1.32
C -0.13806 -1.72223 1.34168 0.000 0.278 0.222 0.35
O -0.08396 -1.20409 0.08445 -0.025 0.107 -0.181 -0.21
C -0.27522 -3.15212 1.49381 -0.002 -0.123 -0.041 0.51
C -0.42762 -3.96760 0.37010 -0.003 0.037 -0.003 -0.35
C -0.56407 -5.33285 0.53419 -0.003 -0.061 -0.016 -0.73
C -0.54585 -5.88500 1.80877 0.002 0.027 0.008 -0.43
C -0.39187 -5.07456 2.92945 0.004 -0.002 -0.016 -0.71
C -0.25674 -3.70946 2.77787 -0.015 0.054 -0.041 -0.48
C 0.26394 2.63876 1.95547 0.010 0.035 -0.087 0.39
C 0.39391 3.87410 2.57244 0.000 0.022 0.053 -0.91
C 0.66361 4.99217 1.80745 0.010 0.021 -0.016 -0.56
C 0.82597 4.85064 0.43200 -0.014 -0.001 0.054 -0.85
C 0.66732 3.60651 -0.12930 0.018 -0.014 -0.051 -0.04
N 0.35364 2.51651 0.60216 0.005 0.050 -0.006 0.30
H -0.06228 0.23574 4.43617 -0.003 -0.002 0.016 0.38
H -0.94959 1.76805 4.47387 0.000 0.006 -0.009 0.38
H 0.80623 1.77167 4.62616 0.000 -0.004 -0.008 0.42
H -0.44354 -3.53186 -0.61988 -0.001 -0.008 0.003 0.50
H -0.68606 -5.97176 -0.32945 0.004 0.005 -0.001 0.43
H -0.65183 -6.95461 1.93042 -0.002 -0.001 0.005 0.41
H -0.37792 -5.51198 3.91789 0.001 -0.002 0.000 0.42
H -0.13678 -3.06273 3.63557 0.000 -0.029 0.024 0.46
H 0.29768 3.94304 3.64670 -0.002 0.007 -0.006 0.54
H 0.76996 5.96241 2.27327 -0.004 -0.006 0.008 0.47
H 1.07286 5.69404 -0.19625 0.005 -0.006 -0.008 0.47
H 0.80002 3.45969 -1.19468 -0.009 -0.002 0.000 0.47
C -2.08576 2.46597 -1.44039 -0.025 0.008 0.041 -1.27
C -2.31868 0.95670 -1.33309 0.036 0.005 -0.219 -0.43
C -2.10939 0.23170 -2.64383 0.136 0.042 0.066 1.05
C -3.23516 -0.12302 -3.36345 -0.064 -0.015 -0.004 -0.76
C -3.11532 -0.77101 -4.58235 0.025 -0.020 -0.039 -1.21
C -1.86000 -1.11386 -5.04119 -0.047 0.002 0.021 -0.59
C -0.69725 -0.78891 -4.34355 0.179 0.027 0.112 0.93
C 0.59483 -1.35947 -4.88893 -0.009 0.101 -0.085 -1.20
C 1.16520 -0.57662 -6.07590 -0.013 -0.023 0.040 -1.16
C -0.82997 -0.03975 -3.16392 -0.262 -0.055 -0.064 -0.12
N 0.27631 0.36775 -2.34748 0.250 -0.091 -0.215 -0.11
C 1.50931 0.57107 -2.82092 -0.079 0.002 0.066 0.16
C 2.54638 0.69764 -1.89654 0.023 0.037 -0.019 -0.03
C 3.92293 0.87617 -1.99451 -0.014 0.045 -0.028 -0.81
C 4.41524 0.92493 -0.68507 0.009 -0.023 0.032 -0.96
C 3.33124 0.80180 0.17078 0.034 0.044 -0.008 -0.19
N 2.18525 0.65403 -0.53894 -0.261 0.075 -0.092 0.17
H -2.19098 2.97858 -0.48483 0.020 0.010 -0.005 0.37
H -2.83500 2.87012 -2.12037 -0.004 -0.026 -0.017 0.45
H -1.12089 2.70434 -1.89346 -0.003 0.025 0.000 0.34
H -3.35023 0.79141 -1.01728 0.020 0.012 0.081 0.73
H -1.82617 0.44759 -0.44932 -0.190 0.120 0.156 0.37
H -4.21735 0.09835 -2.96363 0.005 0.002 0.002 0.48
H -3.99715 -1.04454 -5.14470 0.000 0.000 0.000 0.41
H -1.76214 -1.68907 -5.95389 -0.011 0.008 -0.004 0.52
H 0.37318 -2.37003 -5.23554 0.003 -0.009 0.046 0.51
H 1.34082 -1.48626 -4.10228 0.037 0.026 0.047 0.50
H 0.44245 -0.55465 -6.89094 0.009 0.014 -0.015 0.40
H 2.07397 -1.05019 -6.44466 0.002 0.014 -0.011 0.38
H 1.39475 0.46469 -5.83569 -0.010 -0.007 0.000 0.32
H 1.69693 0.67447 -3.88051 -0.022 -0.104 -0.076 0.35
H 4.49238 0.95891 -2.90686 0.003 0.005 0.003 0.55
H 5.44488 1.03231 -0.38725 -0.002 0.001 0.001 0.48
H 3.32457 0.79747 1.25015 -0.007 -0.006 0.002 0.55
```
Positions in Å, forces in eV/Å.

Values from the calculation:
frontier orbital gap (alpha / beta)	6.39 / 6.51	eV
net charge	+2
total energy	-1538.09262	Ha
E_LUMO (alpha / beta)	-7.4 / -7.4	eV

***

Question: What is the formula in the first record?
Answer: C29H29N5O7

***

Question: Which of these has the lowest total energy?
Answer: C29H29N5O7

***

Question: Among the records above, which one has the highest net charge?
Answer: C29H29N5OW